43
Properties=species:S:1:pos:R:3:forces:R:3 method="wB97M-V/def2-TZVPD" multiplicity=1 energy_ev=-23529.03577 relative_energy_kcal_mol=17.1 charge=+1 e_homo_ev=-11.4
O 2.129001 0.914609 -2.455187 0.6 -1.0 0.9
O -2.102832 2.066461 3.555409 -0.3 0.3 -0.2
O -1.872493 1.218981 -3.761993 -0.8 1.1 -0.3
O 0.457302 3.717603 -1.735538 0.1 1.0 1.5
O 0.204563 -1.150574 -2.465946 0.5 0.3 0.8
O 1.224577 2.964422 0.822000 -0.7 1.1 0.3
O 1.974321 -4.272838 -1.733159 -0.3 -0.2 0.2
N 1.095844 0.442433 0.069776 -0.8 -0.2 -0.2
C 1.240576 -0.486497 1.251688 0.2 0.4 0.4
C 2.676683 -0.358282 1.743363 -0.2 -0.8 0.3
C 0.179177 -0.093755 2.338244 1.5 0.3 -1.3
C -1.471633 -1.586721 1.343053 -1.2 1.0 1.2
C -1.219901 -0.378337 1.881091 0.0 -1.2 -0.5
C -2.850435 -1.997472 1.047413 -0.6 -0.5 -0.6
C -3.169412 -2.887263 0.116764 -0.2 -0.1 -1.4
H -2.422001 2.669062 2.865577 0.1 -0.2 0.3
H 0.920491 3.648580 0.192385 0.4 -0.6 -0.3
H 1.948383 1.776253 -2.802597 -0.3 0.3 -0.7
H 1.079831 -4.587879 -1.920618 0.2 0.0 0.0
H 0.353225 0.975889 2.438412 -0.2 0.1 0.6
H 1.099809 -1.504026 0.884139 -0.1 0.2 0.0
H -2.021806 0.368085 1.932191 0.5 -0.4 0.4
H 0.612899 1.334845 0.288777 0.4 -0.2 0.3
H -2.702468 1.247983 -4.266517 0.1 -1.0 -0.1
H 0.531026 -0.597228 3.250214 -0.6 0.2 0.0
H 3.411358 -0.670383 0.966633 -0.4 0.4 0.5
H 1.988240 0.738837 -0.325125 0.1 -0.1 -0.1
H -4.175105 -3.016356 -0.288311 0.0 -0.1 0.8
H 2.863709 0.630445 2.156915 0.2 0.2 -0.3
H 0.870724 3.321175 1.649009 0.3 -0.3 0.2
H -2.818068 2.048356 4.207255 0.2 0.0 -0.1
H -0.056752 -1.439383 -3.341089 0.0 -0.2 -0.2
H -2.464608 -3.399532 -0.528649 0.5 0.0 0.3
H 2.375604 -5.026705 -1.274885 0.1 0.3 -0.1
H 0.273682 4.625007 -2.036089 0.1 -1.0 -0.7
H 2.764154 -1.050147 2.588412 0.2 0.0 -0.2
H 0.911737 -1.728506 -2.138842 -0.3 -0.4 -0.5
H -3.734640 -1.585719 1.552302 0.8 0.5 0.1
H 0.575371 0.010611 -0.690516 -0.2 -0.1 -0.1
H -1.884734 2.177078 -3.610086 0.7 -0.1 0.5
H -0.681409 -2.313623 1.243300 0.0 -0.3 -0.1
H 0.424558 3.008980 -2.363123 -0.4 0.2 -0.9
H 1.461452 0.225542 -2.646069 -0.1 0.9 -0.6


15
Properties=species:S:1:pos:R:3:forces:R:3 method="wB97M-V/def2-TZVPD" multiplicity=1 energy_ev=-6354.10812 relative_energy_kcal_mol=85.2 e_homo_ev=-8.6
O -0.281344 0.795287 1.903832 -0.8 0.1 -1.7
C -0.343782 -0.679035 -0.134383 1.2 -0.4 -3.8
C -0.225668 1.462850 -1.388689 -1.0 1.3 -0.8
C 0.285556 -1.861077 0.538349 -0.2 0.4 1.0
C 0.424801 0.357619 -0.665959 -1.3 -2.3 -0.7
H -1.139630 1.164958 -1.920100 0.2 -0.3 0.1
H 0.183309 0.874949 2.736190 0.4 -0.1 -0.2
H 0.374919 1.990550 -2.138550 0.3 -0.3 0.4
H -0.599801 2.213911 -0.683495 0.4 0.1 0.0
H -0.176197 -1.929653 1.520759 0.1 0.1 0.3
H -0.162357 0.444643 0.627878 0.6 1.0 4.1
H 1.500016 0.276306 -0.672410 0.2 0.3 0.8
H 1.309210 -1.514908 0.699404 0.2 -0.8 0.1
H -1.336842 -0.693178 -0.584462 -0.2 0.0 1.0
H 0.187810 -2.903224 0.161635 0.1 1.1 -0.6


62
Properties=species:S:1:pos:R:3:forces:R:3 method="wB97M-V/def2-TZVPD" multiplicity=1 energy_ev=-145302.87769 charge=-2 e_homo_ev=-1.7
Zn -0.113475 2.560263 0.972186 -0.9 1.8 -0.2
S -3.278262 2.254239 2.216330 -1.3 1.9 1.6
S -1.270407 2.987642 -2.245201 0.5 2.8 -0.6
S 0.248253 -0.652592 0.523126 -2.7 1.3 -2.2
S 2.924959 3.204175 -0.403681 1.3 1.9 -0.7
O -0.187707 -1.332836 -3.514051 0.3 -0.7 0.0
O 3.612349 0.194379 0.949199 -0.3 -1.4 0.7
O -1.392280 -0.518141 3.411873 0.3 -0.7 0.0
O 1.639288 2.764957 0.227046 -0.2 -0.5 0.0
O -1.854415 2.484968 1.883170 1.7 0.2 -0.5
O 4.032389 2.590170 0.348522 0.3 0.2 0.8
O 2.973524 2.679292 -1.786028 -0.2 -0.1 0.0
O -3.334223 2.101711 3.674003 -0.2 -0.6 0.1
O -0.179617 0.706643 0.604385 0.3 -1.6 1.6
O -3.708861 0.991481 1.543186 0.0 -0.7 -0.4
O -2.514099 3.723425 -2.389197 -0.4 -0.2 -0.2
O -2.887112 -1.852805 -2.666710 -0.1 -0.5 -0.1
O 3.018751 4.672004 -0.352917 -0.2 -0.8 -0.1
O 1.433178 -0.607357 -0.364016 0.8 -2.0 0.2
O -1.387886 1.654929 -2.918667 -0.4 -1.1 -0.7
O -1.882657 -3.635409 0.595331 -0.2 -0.3 -0.2
O -1.040184 2.679331 -0.803265 -0.2 -0.3 0.1
O -4.083486 3.405774 1.796908 0.1 -0.6 -0.4
O -0.112214 3.740185 -2.745171 -0.2 -0.8 -0.2
O 0.473136 -1.391906 1.783390 1.2 -0.1 -0.3
O -0.886072 -1.296480 -0.200970 1.0 -2.5 0.0
O 0.975956 2.294296 2.815056 0.1 -0.1 0.9
O 2.823998 -1.705175 3.103346 -0.2 -0.7 0.0
N -2.748851 0.456832 -0.845208 0.5 -0.9 0.2
N 0.364835 -3.962469 2.020940 0.7 -0.3 -0.3
N 1.051722 1.072284 -2.453364 0.2 -1.8 0.9
N 2.720550 -2.163313 -1.867511 0.1 0.3 -0.4
H 2.451529 -2.167760 3.862497 0.0 0.2 0.1
H -3.263540 0.711149 0.042617 -0.4 0.4 0.2
H -2.526263 -2.654902 -2.269652 -0.2 0.0 0.2
H 2.747682 0.088286 0.531129 0.6 0.4 0.1
H 3.685447 1.153119 1.124900 0.4 0.5 -0.8
H -0.596227 -0.752010 2.901797 -0.9 0.5 0.5
H -3.252225 0.022540 -1.605453 -0.4 0.2 0.2
H -0.864478 -1.698198 -2.924950 0.1 0.6 -0.2
H 2.093743 -1.566681 -1.216836 -0.2 0.3 1.0
H -3.808350 -2.069220 -2.843848 0.0 0.1 -0.1
H 1.206076 -4.349895 1.603942 0.2 0.1 0.2
H -0.666376 -0.695912 -4.058480 -0.2 0.1 0.2
H 1.811326 1.080938 -3.121301 0.3 0.5 0.4
H 1.090533 0.260352 -1.787436 0.5 1.2 -0.8
H 3.343333 -2.772251 -1.349405 -0.2 -0.1 0.1
H -2.025344 -0.245519 -0.537564 -0.8 1.1 -0.6
H -0.429553 -4.114675 1.367877 -0.8 0.0 0.4
H -2.258637 1.263016 -1.253506 0.0 -0.1 0.4
H 3.290770 -1.461131 -2.339232 -0.1 -0.1 -0.3
H 2.066246 -2.639134 -2.485776 0.4 0.0 -0.3
H 0.452932 -2.906227 2.032439 0.0 0.5 -0.1
H 2.053619 -1.514474 2.527427 0.6 0.4 0.4
H -1.647301 -2.724992 0.285359 0.3 0.3 0.0
H -2.676590 -3.510789 1.128532 0.1 0.0 0.0
H 1.065485 2.955484 3.507408 -0.2 0.1 -0.1
H -1.939713 0.025656 2.823560 -0.1 0.3 0.2
H 0.244043 -4.323527 2.959944 -0.3 -0.1 -0.1
H 1.699408 1.674933 2.963229 0.1 0.0 -0.4
H 1.058640 1.924366 -1.856927 0.2 0.2 -0.7
H 0.162704 0.906960 -2.924331 -0.8 1.2 0.0


What did the first record say?
43
Properties=species:S:1:pos:R:3:forces:R:3 method="wB97M-V/def2-TZVPD" multiplicity=1 energy_ev=-23529.03577 relative_energy_kcal_mol=17.1 charge=+1 e_homo_ev=-11.4
O 2.129001 0.914609 -2.455187 0.6 -1.0 0.9
O -2.102832 2.066461 3.555409 -0.3 0.3 -0.2
O -1.872493 1.218981 -3.761993 -0.8 1.1 -0.3
O 0.457302 3.717603 -1.735538 0.1 1.0 1.5
O 0.204563 -1.150574 -2.465946 0.5 0.3 0.8
O 1.224577 2.964422 0.822000 -0.7 1.1 0.3
O 1.974321 -4.272838 -1.733159 -0.3 -0.2 0.2
N 1.095844 0.442433 0.069776 -0.8 -0.2 -0.2
C 1.240576 -0.486497 1.251688 0.2 0.4 0.4
C 2.676683 -0.358282 1.743363 -0.2 -0.8 0.3
C 0.179177 -0.093755 2.338244 1.5 0.3 -1.3
C -1.471633 -1.586721 1.343053 -1.2 1.0 1.2
C -1.219901 -0.378337 1.881091 0.0 -1.2 -0.5
C -2.850435 -1.997472 1.047413 -0.6 -0.5 -0.6
C -3.169412 -2.887263 0.116764 -0.2 -0.1 -1.4
H -2.422001 2.669062 2.865577 0.1 -0.2 0.3
H 0.920491 3.648580 0.192385 0.4 -0.6 -0.3
H 1.948383 1.776253 -2.802597 -0.3 0.3 -0.7
H 1.079831 -4.587879 -1.920618 0.2 0.0 0.0
H 0.353225 0.975889 2.438412 -0.2 0.1 0.6
H 1.099809 -1.504026 0.884139 -0.1 0.2 0.0
H -2.021806 0.368085 1.932191 0.5 -0.4 0.4
H 0.612899 1.334845 0.288777 0.4 -0.2 0.3
H -2.702468 1.247983 -4.266517 0.1 -1.0 -0.1
H 0.531026 -0.597228 3.250214 -0.6 0.2 0.0
H 3.411358 -0.670383 0.966633 -0.4 0.4 0.5
H 1.988240 0.738837 -0.325125 0.1 -0.1 -0.1
H -4.175105 -3.016356 -0.288311 0.0 -0.1 0.8
H 2.863709 0.630445 2.156915 0.2 0.2 -0.3
H 0.870724 3.321175 1.649009 0.3 -0.3 0.2
H -2.818068 2.048356 4.207255 0.2 0.0 -0.1
H -0.056752 -1.439383 -3.341089 0.0 -0.2 -0.2
H -2.464608 -3.399532 -0.528649 0.5 0.0 0.3
H 2.375604 -5.026705 -1.274885 0.1 0.3 -0.1
H 0.273682 4.625007 -2.036089 0.1 -1.0 -0.7
H 2.764154 -1.050147 2.588412 0.2 0.0 -0.2
H 0.911737 -1.728506 -2.138842 -0.3 -0.4 -0.5
H -3.734640 -1.585719 1.552302 0.8 0.5 0.1
H 0.575371 0.010611 -0.690516 -0.2 -0.1 -0.1
H -1.884734 2.177078 -3.610086 0.7 -0.1 0.5
H -0.681409 -2.313623 1.243300 0.0 -0.3 -0.1
H 0.424558 3.008980 -2.363123 -0.4 0.2 -0.9
H 1.461452 0.225542 -2.646069 -0.1 0.9 -0.6


Copy entry 2 word for word.
15
Properties=species:S:1:pos:R:3:forces:R:3 method="wB97M-V/def2-TZVPD" multiplicity=1 energy_ev=-6354.10812 relative_energy_kcal_mol=85.2 e_homo_ev=-8.6
O -0.281344 0.795287 1.903832 -0.8 0.1 -1.7
C -0.343782 -0.679035 -0.134383 1.2 -0.4 -3.8
C -0.225668 1.462850 -1.388689 -1.0 1.3 -0.8
C 0.285556 -1.861077 0.538349 -0.2 0.4 1.0
C 0.424801 0.357619 -0.665959 -1.3 -2.3 -0.7
H -1.139630 1.164958 -1.920100 0.2 -0.3 0.1
H 0.183309 0.874949 2.736190 0.4 -0.1 -0.2
H 0.374919 1.990550 -2.138550 0.3 -0.3 0.4
H -0.599801 2.213911 -0.683495 0.4 0.1 0.0
H -0.176197 -1.929653 1.520759 0.1 0.1 0.3
H -0.162357 0.444643 0.627878 0.6 1.0 4.1
H 1.500016 0.276306 -0.672410 0.2 0.3 0.8
H 1.309210 -1.514908 0.699404 0.2 -0.8 0.1
H -1.336842 -0.693178 -0.584462 -0.2 0.0 1.0
H 0.187810 -2.903224 0.161635 0.1 1.1 -0.6